# 1
Density functional theory data (ωB97M-V with the def2-TZVPD basis set) for a molecular structure, C12H10InN3O7 at a distorted geometry.

Structure (XYZ):
```
33
Properties=species:S:1:pos:R:3:forces:R:3
In 22.93394 10.86147 20.75419 0.2 0.2 0.1
N 20.47796 7.85699 19.51154 -0.4 0.6 1.2
O 19.34851 8.15518 19.95615 1.1 -0.8 -0.7
O 21.45440 8.55971 19.62308 0.9 3.0 0.9
O 20.79378 6.82721 18.98523 -1.5 -3.1 -1.3
C 16.34911 4.94730 21.49486 1.5 -0.9 0.5
C 16.56572 3.57955 21.16005 -0.5 0.7 0.3
C 17.87107 3.05344 20.97048 1.7 -0.8 0.4
C 18.97307 3.83863 21.16966 -0.9 -0.8 -0.5
C 18.75352 5.18382 21.49149 4.4 -1.6 -1.0
C 17.51802 5.67559 21.69644 -4.4 2.3 0.2
N 20.34675 3.26425 20.94979 1.7 1.0 -0.2
O 20.41675 2.08120 20.88880 -0.3 -0.5 0.1
O 21.33267 4.03403 20.79863 -2.6 -0.4 0.4
H 15.35467 5.25187 21.78594 0.0 0.5 -0.3
H 15.73971 2.88391 21.14603 -0.2 -0.1 0.0
H 18.02060 1.98892 20.86630 -0.1 -0.2 -0.4
H 19.68289 5.73365 21.51076 -0.2 0.7 0.4
H 17.46307 6.72778 21.93365 -0.2 0.1 0.4
C 18.68483 7.82152 15.24489 0.1 -0.4 0.1
C 18.41631 6.96282 16.34224 -1.7 -2.0 0.5
C 17.39137 5.98912 16.30813 1.1 1.8 -1.0
C 16.62866 5.90370 15.07484 0.5 1.0 -0.8
C 16.90074 6.73584 13.95042 2.0 2.0 0.9
C 17.94031 7.70033 14.06348 -2.7 -1.8 -1.0
N 15.50180 5.00728 14.90386 -2.3 -2.1 0.4
O 14.80875 5.10133 13.88106 1.7 0.0 2.2
O 15.32147 4.19798 15.85170 0.5 1.7 -1.8
H 19.47046 8.56026 15.30355 0.1 0.1 0.1
H 19.00167 7.02109 17.24798 0.1 0.1 -0.1
H 17.13460 5.36503 17.15134 0.1 -0.1 -0.1
H 16.29942 6.82565 13.05781 -0.2 -0.8 0.1
H 17.99621 8.33031 13.18803 0.7 0.4 0.2
```
Positions in Å, forces in eV/Å.

Calculated values
- E_tot (eV) = -36534.78176
- highest occupied orbital energy (spin up / spin down) (eV) = -18.83 / -18.85
- 2S+1 = 2
- lowest unoccupied orbital energy (spin up / spin down) (eV) = -15.78 / -15.79
- max |F| (hartree/bohr) = 0.096
- charge = +3
- expectation value of S² = 0.779

# 2
Density functional theory data (ωB97M-V with the def2-TZVPD basis set) for a molecular structure, C24H28AsBrF4PPdSSi.

Structure (XYZ):
```
62
Properties=species:S:1:pos:R:3:forces:R:3
Pd 0.46585 1.03108 0.62423 0.2 -0.7 0.3
F -6.17586 0.70524 3.05321 0.1 0.0 -0.1
C -5.10151 0.56204 2.29554 -0.2 0.0 0.1
C -5.17201 -0.15413 1.11741 -0.2 -0.1 0.0
F -6.31998 -0.69901 0.74161 0.1 0.0 0.0
C -4.03804 -0.29486 0.34031 0.0 -0.1 0.0
F -4.16847 -1.00367 -0.78175 0.1 0.1 0.0
C -2.81350 0.25503 0.70117 0.0 -0.1 -0.2
P -1.35951 0.06771 -0.40430 -0.2 0.6 0.0
C -1.25843 -1.69072 -0.75366 0.1 -0.1 0.1
C -1.61949 -2.61838 0.22211 0.0 0.0 0.0
C -1.44700 -3.97286 -0.01503 0.0 0.0 0.0
C -0.90122 -4.40387 -1.21810 0.0 0.0 0.0
C -0.51682 -3.47935 -2.18091 0.0 0.0 0.0
C -0.68621 -2.12169 -1.94850 0.1 -0.1 0.0
C -1.82561 0.93170 -1.92958 0.0 -0.1 0.0
C -2.50100 0.31508 -2.98164 -0.1 0.0 0.0
C -2.83724 1.04671 -4.11093 0.0 0.0 0.0
C -2.50935 2.39369 -4.19675 0.0 0.0 0.0
C -1.83793 3.01397 -3.15178 0.0 0.0 0.0
C -1.49113 2.28293 -2.02591 0.0 0.0 0.0
C -2.77463 0.96534 1.89828 0.1 0.1 0.0
Br -1.20060 1.77370 2.56418 0.0 0.1 0.0
C -3.89880 1.12131 2.68259 0.0 0.1 0.2
F -3.85766 1.80003 3.82510 0.0 0.0 -0.1
H -2.03745 -2.28646 1.16525 0.0 0.0 0.0
H -1.74328 -4.69295 0.73771 0.0 0.0 0.0
H -0.77815 -5.46294 -1.40647 0.0 0.0 0.0
H -0.08815 -3.81425 -3.11669 0.0 0.0 0.0
H -0.38096 -1.40396 -2.70127 0.0 0.0 0.0
H -2.76655 -0.73297 -2.92659 0.0 0.1 0.0
H -3.35921 0.56151 -4.92580 0.0 0.0 0.0
H -2.77322 2.95827 -5.08221 0.0 0.0 0.0
H -1.57678 4.06263 -3.21596 0.0 0.0 0.0
H -0.95685 2.76038 -1.21416 0.0 0.0 0.0
C 2.41199 2.63480 -1.67505 0.1 0.0 -0.3
Si 1.94534 2.89096 0.10253 0.0 0.3 -0.3
C 1.03015 4.49096 0.33804 -0.2 0.2 0.1
C 3.47383 2.94875 1.15155 0.2 -0.1 0.2
H 2.96513 3.51463 -2.02557 0.0 -0.1 0.0
H 1.53994 2.49830 -2.31699 0.0 0.0 0.0
H 3.05759 1.75991 -1.77552 0.0 0.0 -0.1
H 1.64830 5.30198 -0.06556 -0.1 0.0 0.0
H 0.87554 4.68192 1.40257 0.0 0.1 0.0
H 0.05901 4.52647 -0.15931 0.0 0.0 0.0
H 4.08531 3.78598 0.79405 0.0 -0.1 0.1
H 4.06013 2.03081 1.07879 0.0 0.1 0.0
H 3.23116 3.12248 2.20208 0.1 0.0 0.0
C 5.01985 -1.33624 1.59142 0.1 0.0 0.0
As 3.30104 -2.03697 2.06119 -0.1 0.1 -0.2
C 2.98847 -3.50263 0.86878 0.0 -0.1 0.0
C 3.49712 -2.78436 3.81241 0.0 0.0 0.0
S 1.74307 -0.62384 2.05739 -0.2 0.0 0.2
H 5.76163 -2.12489 1.70878 0.0 0.0 0.0
H 5.25008 -0.50417 2.25153 0.0 0.0 0.0
H 4.99859 -0.99344 0.56019 0.0 0.0 0.0
H 3.77305 -4.24691 0.99856 0.0 0.0 0.0
H 2.98996 -3.12981 -0.15235 0.0 0.0 0.0
H 2.01679 -3.93231 1.09861 0.0 0.0 0.0
H 4.30024 -3.51931 3.81111 0.0 0.0 0.0
H 2.55804 -3.25125 4.09598 0.0 0.0 0.0
H 3.72540 -1.97807 4.50408 0.0 0.0 0.0
```
Positions in Å, forces in eV/Å.

Calculated values
- E_tot (eV) = -198568.92511
- highest occupied orbital energy (spin up / spin down) (eV) = -9.80 / -11.35
- 2S+1 = 3
- lowest unoccupied orbital energy (spin up / spin down) (eV) = -2.39 / -4.40
- max |F| (hartree/bohr) = 0.016
- relative energy (zero: lowest compared OMol25 entry of this formula, charge and spin) (eV) = 0.283
- charge = +1
- expectation value of S² = 2.005

# 3
Density functional theory data (ωB97M-V with the def2-TZVPD basis set) for a molecular structure, C20H41N2OP3Pb at a distorted geometry.

Structure (XYZ):
```
68
Properties=species:S:1:pos:R:3:forces:R:3
Pb 0.18371 0.06131 -0.28203 -3.7 -3.4 0.2
P 0.02954 -2.71421 0.62280 1.2 -1.4 0.0
P -0.46637 -0.43047 -3.00817 -0.7 -0.7 -1.7
P -2.21031 -0.06246 1.34235 -1.2 1.5 0.3
H 2.37882 2.11525 3.47418 -0.1 -0.2 0.2
C 1.76528 1.58811 4.21079 -0.1 -0.6 0.5
C 1.86586 0.26232 4.42425 -0.1 0.5 -1.2
H 2.50803 -0.34647 3.75848 -0.2 0.3 0.6
C 1.62647 -3.55047 0.39376 0.2 0.4 -0.2
C -1.10254 -3.80756 -0.29949 -0.4 0.8 -0.4
C -0.27231 -3.10733 2.37604 -0.3 0.9 0.3
C -0.36938 0.93958 -4.20766 0.3 0.7 0.6
C 0.43238 -1.77729 -3.85242 0.8 0.0 0.9
C -2.14514 -1.15270 -3.14350 -0.4 0.3 1.1
C -1.90169 0.13811 3.12663 0.7 -0.2 -0.1
C -3.57302 -1.27274 1.23553 0.6 -0.8 -0.6
C -3.17381 1.40682 0.86534 0.3 0.2 -0.3
H 1.13143 2.21804 4.84938 0.3 -0.3 -0.3
H 1.27639 -0.28073 5.16460 0.3 0.3 0.0
H 2.40899 -3.01988 0.95194 -0.1 -0.2 -0.1
H 1.90143 -3.57813 -0.66781 0.0 -0.1 0.2
H 1.51000 -4.57054 0.78788 0.2 0.2 -0.2
H -0.96236 -3.65560 -1.38110 -0.1 -0.2 0.3
H -2.14763 -3.58819 -0.03816 0.3 -0.2 -0.1
H -0.85941 -4.84946 -0.04337 0.0 0.3 0.0
H 0.21931 -2.35119 3.00578 -0.1 -0.3 0.0
H 0.18367 -4.08887 2.57293 -0.2 0.2 -0.1
H -1.34625 -3.13514 2.60629 0.3 0.0 0.0
H -1.06096 0.76586 -5.04449 0.1 -0.1 0.3
H 0.66096 1.00850 -4.59102 -0.3 0.0 0.1
H -0.61993 1.89124 -3.71471 0.0 -0.2 -0.3
H -0.06972 -1.99402 -4.80826 0.0 0.2 0.3
H 0.40690 -2.67811 -3.22057 0.1 0.2 -0.3
H 1.47515 -1.48459 -4.03498 -0.3 -0.2 -0.1
H -2.44984 -1.15921 -4.20159 0.2 0.1 0.3
H -2.86957 -0.56735 -2.55516 0.1 -0.2 -0.4
H -2.13172 -2.19155 -2.76680 0.0 0.5 -0.2
H -2.69960 0.76419 3.54700 0.1 -0.2 -0.1
H -0.92813 0.61816 3.29998 -0.3 -0.1 0.1
H -1.89560 -0.84726 3.61277 0.0 0.3 -0.1
H -4.48234 -0.75195 1.57694 0.3 -0.2 0.0
H -3.37896 -2.15871 1.85594 -0.2 0.2 -0.2
H -3.70326 -1.57122 0.18322 -0.2 0.0 0.4
H -3.99477 1.49214 1.59361 0.2 0.1 -0.3
H -3.59339 1.24231 -0.14162 0.1 0.2 0.4
H -2.55995 2.31800 0.85994 -0.3 -0.2 0.0
C 0.55413 3.16967 -0.29573 -0.6 -0.4 1.1
C 0.52859 3.59984 -1.62508 0.1 -0.4 -0.6
C -0.23994 4.72099 -1.93486 0.8 -0.5 -0.3
C -1.01150 5.35516 -0.96077 0.0 0.0 -0.3
C -0.97891 4.90115 0.34652 0.7 -0.4 1.1
C -0.10972 3.87966 0.73705 -0.7 0.2 -0.9
O 1.06016 1.93766 0.11223 1.5 1.1 -0.6
H 1.97263 1.19148 -0.47601 1.5 0.8 -1.1
H 1.10350 3.04261 -2.39870 -0.5 0.6 0.6
H -0.22585 5.09427 -2.94938 -0.1 0.1 0.0
H -1.61782 6.21235 -1.23170 -0.1 -0.1 0.0
H -1.61279 5.34843 1.09536 0.1 0.3 0.1
H 0.04118 3.60484 1.77989 -0.2 -0.1 -0.2
N 3.50213 0.36987 0.52037 0.8 -0.7 -0.3
C 4.55515 -0.47980 0.52160 -1.1 0.7 -0.6
C 4.52370 -1.15107 -0.69949 0.1 -0.2 -0.3
C 3.43812 -0.65797 -1.42130 0.1 0.2 0.6
N 2.81710 0.32610 -0.69023 0.2 -0.1 2.2
H 3.14279 0.90449 1.31220 0.3 0.2 -0.4
H 5.25995 -0.53073 1.34300 -0.2 0.0 0.0
H 5.23928 -1.91910 -0.99904 -0.3 0.4 -0.1
H 3.06175 -1.00643 -2.38138 0.2 0.5 0.2
```
Positions in Å, forces in eV/Å.

Calculated values
- E_tot (eV) = -59501.92649
- highest occupied orbital energy (eV) = -19.93
- 2S+1 = 1
- lowest unoccupied orbital energy (eV) = -15.76
- max |F| (hartree/bohr) = 0.098
- charge = +4

# 4
Density functional theory data (ωB97M-V with the def2-TZVPD basis set) for 7 unconnected molecules or ions with the total composition H13O7 at a distorted geometry.

Structure (XYZ):
```
20
Properties=species:S:1:pos:R:3:forces:R:3
O -0.17921 -0.07846 0.09718 0.3 -0.2 0.4
H -0.01266 0.30603 0.97977 0.0 0.2 0.5
O -1.02573 1.49132 -1.91518 -0.1 0.6 -0.2
H -0.88133 0.89837 -2.65261 0.1 -0.2 -0.3
H -0.78711 0.97739 -1.14371 -0.4 -0.1 0.2
O 1.57777 -1.44547 1.52529 0.3 -0.1 0.2
H 1.01162 -1.00601 0.89080 0.3 -0.4 -0.5
H 1.15856 -1.28706 2.37111 0.0 -0.1 0.5
O 1.98455 0.25228 -1.36052 0.4 0.0 -0.4
H 1.19203 0.18484 -0.82799 0.2 -0.2 -0.4
H 2.67971 0.44860 -0.73248 0.4 -0.1 0.0
O 1.13915 2.18706 0.86172 -0.3 0.1 0.6
H 2.05407 1.91406 0.79374 0.3 0.0 0.0
H 0.65482 1.52972 0.36214 0.4 1.0 -0.6
O -2.54116 0.25093 1.12572 -0.3 0.3 0.4
H -2.86665 -0.59223 1.44095 -0.3 -0.2 0.0
H -1.63253 0.07997 0.87794 -0.9 -0.1 0.0
O -1.55674 -2.11856 -0.91896 -0.3 -0.3 0.0
H -1.14237 -1.35101 -0.52477 -0.2 0.1 -0.2
H -0.82683 -2.64184 -1.25008 0.2 -0.3 -0.2
```
Positions in Å, forces in eV/Å.

Calculated values
- E_tot (eV) = -14538.89541
- highest occupied orbital energy (spin up / spin down) (eV) = -11.89 / -11.75
- 2S+1 = 2
- lowest unoccupied orbital energy (spin up / spin down) (eV) = -0.14 / -6.25
- max |F| (hartree/bohr) = 0.024
- relative energy (zero: lowest compared OMol25 entry of this formula, charge and spin) (eV) = 1.716
- expectation value of S² = 0.755

# 5
Density functional theory data (ωB97M-V with the def2-TZVPD basis set) for 4 unconnected molecules or ions with the total composition C27H36ClNO8S.

Structure (XYZ):
```
74
Properties=species:S:1:pos:R:3:forces:R:3
O -3.03166 -0.66523 0.60286 -0.4 -0.1 0.1
C -3.22016 -0.60307 -0.58904 0.2 0.1 0.0
C -3.40495 -1.79249 -1.46822 -0.1 0.0 0.1
C -4.15570 -2.88986 -1.08137 0.2 0.1 0.0
C -4.31001 -3.93629 -1.97805 -0.3 -0.1 0.4
C -3.72085 -3.89452 -3.22812 0.1 0.0 -0.4
C -2.95382 -2.80315 -3.61581 -0.1 -0.2 0.2
C -2.81088 -1.75581 -2.72645 0.1 0.4 -0.1
C -2.02623 -0.53202 -3.07757 0.1 0.1 0.2
O -0.96997 -0.57380 -3.65743 -0.1 0.0 -0.2
C -2.63987 0.74234 -2.57206 0.1 -0.2 -0.3
C -2.65595 1.93342 -3.28479 0.1 0.0 0.2
Cl -1.97087 2.04951 -4.86430 0.0 0.1 0.0
C -3.25589 3.05367 -2.73829 0.1 0.1 -0.3
C -3.83567 2.98643 -1.48506 0.0 0.5 0.5
N -4.45847 4.17005 -0.93687 -0.4 -0.6 -0.6
C -5.37990 4.64919 -1.56692 0.2 0.3 0.0
S -6.51308 5.29426 -2.42204 0.0 0.0 0.2
C -3.83130 1.81726 -0.75173 0.2 -0.2 0.2
C -3.23597 0.70452 -1.31468 0.0 -0.1 -0.1
H -4.61517 -2.89183 -0.10264 0.0 -0.1 0.0
H -4.91846 -4.78011 -1.68180 0.0 -0.1 -0.1
H -3.85969 -4.70796 -3.92728 0.0 -0.1 0.1
H -2.48714 -2.76637 -4.58933 0.1 0.0 0.0
H -3.28054 3.97036 -3.31070 0.0 0.1 0.1
H -4.28980 1.74476 0.22399 0.0 0.1 0.0
C 1.04397 1.87529 -1.68894 0.0 0.0 0.0
O -0.07928 2.41253 -1.01074 0.1 0.0 0.1
C -0.14012 2.03938 0.35925 -0.3 0.0 -0.1
C 0.30282 3.16141 1.26874 0.1 -0.1 0.1
O 1.68758 3.43859 1.12086 -0.4 0.2 -0.1
C 1.95555 4.58878 0.34107 0.0 0.0 0.0
H 1.08717 2.34233 -2.67162 0.0 0.0 0.0
H 1.97358 2.08515 -1.15288 0.0 0.0 0.0
H 0.93646 0.79346 -1.82224 0.0 0.0 0.0
H 0.46447 1.14490 0.54394 0.0 0.0 0.0
H -1.18338 1.79273 0.58399 0.0 0.0 0.0
H 0.14074 2.85824 2.30780 0.0 0.0 0.0
H -0.29468 4.05869 1.07954 0.0 0.0 0.0
H 1.67680 5.49857 0.88373 0.0 0.0 0.0
H 1.42409 4.56049 -0.61355 0.0 0.0 0.0
H 3.02756 4.61183 0.15028 0.0 0.0 0.0
C 1.16505 -2.29554 1.32377 0.1 0.0 0.1
O 0.36205 -2.11019 2.47599 0.0 -0.2 -0.1
C -1.01336 -2.37958 2.24114 0.1 0.2 0.2
C -1.43736 -3.72214 2.78758 0.0 -0.1 -0.2
O -0.82925 -4.79558 2.08363 0.1 0.0 0.1
C 0.25834 -5.37652 2.77656 0.0 0.0 0.0
H 2.20726 -2.20721 1.62621 0.0 0.0 0.0
H 1.00867 -3.28098 0.87728 0.0 0.0 0.0
H 0.94937 -1.51833 0.58020 0.0 -0.1 -0.1
H -1.23452 -2.31776 1.17379 0.0 0.0 0.0
H -1.58426 -1.59552 2.74586 -0.1 0.0 -0.1
H -2.52019 -3.82511 2.66418 0.0 0.0 0.0
H -1.20977 -3.78404 3.85655 0.0 0.0 0.0
H -0.09313 -5.94340 3.64609 0.0 0.0 0.0
H 0.97617 -4.62061 3.10531 0.0 0.0 0.0
H 0.75448 -6.06216 2.09143 0.0 0.0 0.0
C 6.25580 1.85158 0.32978 0.0 0.0 0.1
O 5.43262 2.03254 1.46502 0.2 -0.1 -0.1
C 4.06936 1.70242 1.23239 0.1 0.2 0.4
C 3.71642 0.35183 1.81194 -0.1 0.0 -0.3
O 4.37938 -0.70473 1.12979 0.1 0.0 0.1
C 5.49175 -1.21914 1.83694 0.0 0.0 0.0
H 7.28960 1.96574 0.65258 0.0 0.0 0.0
H 6.12809 0.85758 -0.10716 0.0 0.0 0.0
H 6.03999 2.61003 -0.43130 0.0 0.0 -0.1
H 3.84423 1.72172 0.16114 0.0 0.0 0.0
H 3.45795 2.46746 1.71817 0.1 -0.2 -0.1
H 2.64038 0.18886 1.69181 0.0 0.0 0.1
H 3.94548 0.32481 2.88139 0.0 0.0 0.0
H 5.16467 -1.78583 2.71609 0.0 0.0 0.0
H 6.17013 -0.42318 2.15403 0.0 0.0 0.0
H 6.02324 -1.89264 1.16630 0.0 0.0 0.0
```
Positions in Å, forces in eV/Å.

Calculated values
- E_tot (eV) = -69806.79274
- highest occupied orbital energy (eV) = -8.94
- 2S+1 = 1
- lowest unoccupied orbital energy (eV) = -0.83
- max |F| (hartree/bohr) = 0.019

# 6
Density functional theory data (ωB97M-V with the def2-TZVPD basis set) for C5H10O in the gas phase.

Structure (XYZ):
```
16
Properties=species:S:1:pos:R:3:forces:R:3
C 1.37619 -1.24955 1.12879 0.0 0.0 0.1
C 1.36005 -0.35453 -0.11541 0.0 0.1 0.0
C 0.08750 -0.45948 -0.91494 -0.2 0.1 0.0
C -0.99614 0.30569 -0.77607 0.4 -0.1 0.2
C -1.18233 1.42474 0.20740 0.0 0.0 0.0
O -2.08256 0.06182 -1.58228 -0.1 0.1 0.0
H 2.34694 -1.20832 1.63619 -0.1 0.0 -0.1
H 0.60546 -0.93558 1.84221 0.1 -0.1 -0.1
H 1.17422 -2.29333 0.86503 0.0 0.1 0.0
H 1.54645 0.68417 0.18427 0.0 -0.1 0.0
H 2.20172 -0.62923 -0.76349 -0.1 0.0 0.1
H 0.02856 -1.24751 -1.66398 0.0 0.1 0.1
H -2.06748 1.23554 0.82830 0.1 0.0 -0.1
H -1.33377 2.38230 -0.30817 0.0 -0.1 0.0
H -0.32436 1.53091 0.87374 -0.1 0.0 -0.1
H -2.74045 0.75236 -1.44160 0.1 -0.1 0.0
```
Positions in Å, forces in eV/Å.

Calculated values
- E_tot (eV) = -7394.13725
- highest occupied orbital energy (eV) = -8.38
- 2S+1 = 1
- structure (SMILES) = CC/C=C(\C)O
- lowest unoccupied orbital energy (eV) = 0.92
- max |F| (hartree/bohr) = 0.008
- relative energy (zero: lowest compared OMol25 entry of this formula, charge and spin) (eV) = 0.628

> Which value of E_tot does entry 1 give?

-36534.78176 eV

> Which formula does entry 3 have?

C20H41N2OP3Pb

> Among the records above, which one has the lowest E_tot?

C24H28AsBrF4PPdSSi